Entry 1:
{
  "formula": "C27H37F2Si",
  "method": "ωB97M-V/def2-TZVPD",
  "fmax_ev_per_a": 1.5,
  "lumo_ev": -6.009,
  "charge": 1,
  "orbital_gap_ev": 5.0,
  "elements": ["Si", "F", "F", "C", "C", "C", "C", "C", "C", "C", "C", "C", "C", "C", "C", "C", "C", "C", "C", "C", "C", "C", "C", "C", "C", "C", "C", "C", "C", "C", "H", "H", "H", "H", "H", "H", "H", "H", "H", "H", "H", "H", "H", "H", "H", "H", "H", "H", "H", "H", "H", "H", "H", "H", "H", "H", "H", "H", "H", "H", "H", "H", "H", "H", "H", "H", "H"],
  "coordinates": [[-3.0514, -0.8863, -1.9824], [6.0825, 3.5726, -0.6973], [7.1788, 1.5443, 6.2419], [-2.2876, -0.9749, -3.7372], [4.2990, 2.7373, -2.0223], [4.4458, 2.2346, 0.3731], [-0.9051, -1.6280, -3.7741], [-4.6103, -2.0055, -1.9701], [3.1319, 1.9666, -2.0896], [-4.5242, -3.1396, -0.9428], [2.8275, 0.6683, 1.4441], [3.6089, 0.5965, 2.5999], [4.0005, 0.1650, 5.0135], [-0.2337, 0.1552, 0.3954], [-3.1955, -1.6316, -4.7942], [2.6791, 1.2644, -0.9801], [3.3042, 1.3779, 0.2927], [5.2356, 0.8776, 5.0588], [5.9899, 0.8517, 6.2247], [-0.5593, -0.7671, -0.5493], [-3.6072, 0.8983, -1.5891], [-1.8904, -1.4924, -0.6133], [5.5979, 0.1684, 7.3751], [-2.9911, 1.9524, -2.5138], [4.3822, -0.5335, 7.3400], [3.5977, -0.5328, 6.1903], [3.1901, 0.1168, 3.8324], [4.9243, 2.8407, -0.7825], [-3.3533, 1.2910, -0.1333], [-5.9310, -1.2491, -1.7978], [5.5898, 1.4463, 4.2024], [0.3304, 1.0827, 0.1999], [-0.7295, 0.0957, 1.3750], [-0.8990, -2.6240, -3.3148], [-4.6953, 0.9391, -1.7477], [-6.0575, -0.4574, -2.5441], [4.9462, 2.4108, 1.3239], [-0.1569, -1.0094, -3.2708], [2.6542, -1.0772, 6.1582], [-1.7437, -2.5748, -0.8019], [-1.8946, 1.9723, -2.4412], [1.8143, 0.6009, -1.0642], [-3.2728, 1.7957, -3.5616], [2.5823, 1.9029, -3.0297], [-0.5899, -1.7467, -4.8202], [-3.3628, 2.9409, -2.2101], [-4.6412, -2.4781, -2.9636], [4.7009, 3.2523, -2.8907], [-6.0128, -0.8038, -0.7971], [-2.7586, -1.4877, -5.7937], [4.6525, 0.9161, 2.5348], [6.2273, 0.1751, 8.2602], [0.1692, -1.1551, -1.2703], [-2.2919, 1.1910, 0.1208], [-5.4005, -3.7918, -1.0688], [-3.2864, -2.7141, -4.6315], [-3.6261, -3.7555, -1.0795], [-2.1536, 0.0723, -4.0499], [2.1957, -0.3373, 3.8840], [-4.5392, -2.7520, 0.0863], [-4.2029, -1.1986, -4.8109], [-2.4796, -1.3872, 0.3202], [-3.9337, 0.6871, 0.5735], [1.8852, 0.1230, 1.3919], [-3.6364, 2.3427, 0.0110], [4.0440, -1.0792, 8.2262], [-6.7630, -1.9557, -1.9185]],
  "forces_ev_per_angstrom": [[-0.929, 0.313, -0.600], [-1.222, -0.641, -0.035], [-1.329, -0.771, -0.005], [0.048, 0.199, 0.009], [-0.447, -0.246, 0.449], [-0.128, -0.182, -0.382], [0.133, -0.028, -0.266], [0.322, -0.126, 0.052], [0.188, -0.072, -0.054], [-0.234, -0.145, -0.060], [0.897, -0.166, 0.385], [0.279, -0.032, 0.144], [0.592, -0.092, 1.008], [-0.566, -0.195, -0.228], [0.070, 0.062, -0.041], [-0.372, -0.230, 0.444], [0.483, 0.625, -0.899], [-0.198, -0.285, 0.284], [0.704, 0.603, -0.367], [-0.256, -0.433, 0.817], [0.014, -0.005, -0.139], [1.021, -0.617, 0.770], [-0.480, -0.207, -0.455], [-0.094, 0.189, 0.038], [0.067, 0.091, -0.041], [-0.012, 0.262, -0.482], [-0.042, -0.076, -0.636], [0.866, 0.310, 0.541], [-0.001, 0.166, 0.128], [-0.084, -0.133, -0.035], [0.041, -0.075, 0.337], [0.386, -1.073, 0.277], [-0.498, 0.586, -0.671], [0.012, 0.097, -0.048], [0.294, -0.057, -0.012], [-0.038, -0.114, 0.131], [-0.021, 0.095, -0.434], [-0.051, -0.126, -0.109], [0.227, 0.094, 0.131], [-0.035, 0.417, 0.123], [-0.154, -0.008, -0.064], [0.346, 0.309, -0.102], [0.116, 0.084, 0.185], [0.235, -0.084, 0.268], [0.056, -0.034, 0.209], [0.147, -0.088, -0.159], [0.033, 0.107, 0.266], [-0.055, -0.061, 0.206], [0.001, -0.020, -0.198], [-0.102, -0.048, 0.218], [-0.539, 0.077, 0.001], [-0.093, 0.057, -0.163], [-0.340, 1.090, -0.440], [-0.375, 0.130, -0.009], [0.217, 0.035, 0.181], [-0.018, 0.222, -0.027], [-0.210, 0.088, 0.106], [0.005, -0.251, 0.077], [0.230, 0.140, 0.195], [0.043, -0.143, -0.198], [0.143, -0.108, 0.015], [0.374, -0.019, -0.323], [0.081, 0.040, -0.065], [0.007, 0.273, -0.033], [0.009, -0.177, 0.102], [0.173, 0.229, -0.381], [0.063, 0.179, 0.066]]
}


Entry 2:
{
  "formula": "C27H37F4N4PtSe",
  "method": "ωB97M-V/def2-TZVPD",
  "fmax_ev_per_a": 1.3,
  "lumo_ev": -3.910,
  "charge": 1,
  "orbital_gap_ev": 7.1,
  "elements": ["Pt", "Se", "F", "F", "F", "F", "N", "N", "N", "N", "C", "C", "C", "C", "C", "C", "C", "C", "C", "C", "C", "C", "C", "C", "C", "C", "C", "C", "C", "C", "C", "C", "C", "C", "C", "C", "C", "H", "H", "H", "H", "H", "H", "H", "H", "H", "H", "H", "H", "H", "H", "H", "H", "H", "H", "H", "H", "H", "H", "H", "H", "H", "H", "H", "H", "H", "H", "H", "H", "H", "H", "H", "H", "H"],
  "coordinates": [[0.8205, -0.7148, -0.0174], [1.4773, -2.4761, 1.4682], [5.2077, 2.2154, 3.2397], [0.7006, 2.0773, 4.5776], [-0.0015, 1.2287, 2.2048], [4.5537, 1.2962, 0.8443], [0.7030, -0.0540, -2.1264], [3.0697, -1.4379, 3.5876], [0.9544, -1.4474, 4.1456], [1.7812, 0.9439, 0.1040], [4.7836, -4.0890, 3.0166], [0.7480, -2.4994, -2.9131], [2.9693, 2.2125, 3.9653], [1.6607, 1.9059, 3.6620], [-1.4943, 1.0934, -1.7346], [1.2976, 1.4371, 2.4149], [2.2114, -0.0575, 7.3504], [4.3150, -1.5507, 2.8214], [1.8259, -1.7195, 3.1653], [1.3800, -1.1172, -2.9301], [3.9123, 2.0019, 2.9788], [1.5490, 1.1678, -2.2028], [3.0036, -0.9705, 4.8923], [-0.6027, -4.1527, 4.3622], [2.5847, 1.1413, -1.0897], [3.9905, -0.5217, 5.7604], [-0.4964, -1.6123, 4.1066], [1.6590, -0.9649, 5.2452], [-0.9604, -2.7908, 4.9510], [3.6609, -4.5949, 3.9151], [2.2381, 1.2469, 1.3851], [5.2427, -2.6601, 3.3001], [-0.6683, 0.1983, -2.6357], [-1.4313, -4.5123, 3.1356], [1.2307, -0.5001, 6.4831], [3.5676, -0.0715, 6.9962], [3.5663, 1.5190, 1.7256], [5.0359, -0.5151, 5.4853], [2.0057, 1.2643, -3.1908], [2.7031, -4.1238, 3.6948], [6.1959, -2.4838, 2.7967], [2.4062, -1.1832, -2.5653], [0.1848, -0.4777, 6.7538], [3.8895, -4.4141, 4.9678], [3.2507, 2.5704, 4.9445], [5.6484, -4.7420, 3.1500], [1.4445, -3.1922, -3.3839], [-1.1642, -5.4989, 2.7582], [4.0294, -1.7046, 1.7799], [4.2988, 0.2830, 7.7090], [-1.0732, 2.0912, -1.6183], [-0.1811, -2.5470, -3.4767], [3.3640, 0.3815, -1.2265], [-2.4902, 1.2049, -2.1637], [-2.0451, -2.7115, 5.0603], [-0.7687, -1.7281, 3.0576], [0.5541, -2.8738, -1.8999], [5.4393, -2.5476, 4.3711], [-2.4950, -4.5269, 3.3786], [-0.5413, -2.6931, 5.9552], [3.0826, 2.1157, -1.0514], [-0.5910, 0.6177, -3.6458], [-1.1578, -0.7697, -2.7256], [-1.6017, 0.6560, -0.7388], [4.4952, -4.1771, 1.9650], [-1.2804, -3.8025, 2.3201], [1.9283, 0.3078, 8.3271], [-0.9256, -0.6752, 4.4596], [3.5214, -5.6681, 3.7882], [1.4294, -0.7520, -3.9623], [0.4643, -4.1789, 4.1171], [-0.7475, -4.9118, 5.1328], [0.9093, 2.0315, -2.0392], [4.8113, -0.5820, 2.8913]],
  "forces_ev_per_angstrom": [[-0.302, -0.802, -0.960], [0.110, 0.144, 0.305], [-0.054, 0.002, -0.024], [0.010, 0.006, -0.010], [-0.174, -0.105, -0.241], [-0.066, 0.001, -0.029], [0.101, -0.020, 0.308], [0.009, -0.017, -0.029], [0.167, 0.045, 0.012], [0.194, 0.041, 0.701], [0.037, -0.019, -0.019], [-0.096, 0.022, 0.172], [0.170, -0.078, -0.083], [0.003, -0.040, -0.066], [-0.086, 0.011, 0.056], [0.157, 0.171, 0.068], [-0.077, -0.030, -0.034], [-0.019, -0.041, -0.049], [-0.039, -0.069, -0.062], [0.017, 0.037, -0.072], [-0.035, -0.031, 0.021], [0.022, 0.044, -0.015], [-0.107, 0.020, -0.001], [0.010, -0.013, 0.019], [-0.011, 0.285, -0.063], [0.038, 0.036, 0.068], [-0.081, 0.045, -0.112], [0.025, -0.032, 0.004], [-0.022, -0.033, 0.030], [-0.038, -0.023, 0.026], [0.022, 0.384, -0.100], [0.022, 0.003, 0.040], [0.035, 0.009, 0.009], [0.000, 0.003, -0.022], [0.045, 0.008, 0.024], [0.042, -0.003, -0.039], [0.071, -0.002, 0.130], [0.004, 0.006, 0.000], [-0.039, -0.105, -0.025], [-0.006, 0.013, 0.001], [0.012, -0.006, -0.006], [-0.046, 0.036, 0.029], [-0.010, 0.004, 0.011], [0.006, 0.001, 0.012], [0.014, 0.014, 0.016], [0.004, 0.005, -0.016], [-0.003, -0.025, 0.004], [0.012, -0.010, -0.005], [0.049, 0.021, 0.070], [0.019, 0.004, 0.005], [-0.013, -0.014, -0.011], [-0.039, 0.024, -0.007], [-0.152, 0.043, -0.077], [0.006, 0.009, 0.003], [-0.003, 0.001, -0.006], [-0.023, 0.005, 0.046], [0.081, 0.127, -0.093], [-0.005, 0.013, -0.031], [-0.013, 0.000, 0.006], [0.001, -0.001, 0.010], [-0.005, -0.082, 0.082], [0.021, 0.004, 0.005], [-0.009, -0.009, 0.005], [0.028, 0.011, -0.052], [-0.013, -0.002, 0.000], [-0.006, -0.002, 0.006], [-0.016, 0.012, 0.016], [-0.036, 0.041, 0.010], [-0.006, -0.010, -0.001], [0.005, -0.047, -0.020], [0.002, -0.003, -0.007], [-0.004, -0.004, 0.000], [0.050, -0.007, 0.008], [0.038, -0.023, 0.047]]
}


Entry 3:
{
  "formula": "C27H38BrClF10N4O11PS",
  "method": "ωB97M-V/def2-TZVPD",
  "fmax_ev_per_a": 2.0,
  "lumo_ev": -4.477,
  "charge": 1,
  "orbital_gap_ev": 7.5,
  "elements": ["Br", "Cl", "S", "P", "F", "F", "F", "F", "F", "F", "F", "F", "F", "F", "O", "O", "O", "O", "O", "O", "O", "O", "O", "O", "O", "N", "N", "N", "N", "C", "C", "C", "C", "C", "C", "C", "C", "C", "C", "C", "C", "C", "C", "C", "C", "C", "C", "C", "C", "C", "C", "C", "C", "C", "C", "C", "H", "H", "H", "H", "H", "H", "H", "H", "H", "H", "H", "H", "H", "H", "H", "H", "H", "H", "H", "H", "H", "H", "H", "H", "H", "H", "H", "H", "H", "H", "H", "H", "H", "H", "H", "H", "H", "H"],
  "coordinates": [[-2.7786, -2.7430, -2.2951], [-4.0931, 0.7282, 0.7029], [0.6489, -2.8615, -1.7032], [-3.9020, 2.4296, -2.6102], [-5.4290, -1.0331, -3.0872], [-1.2134, 3.5001, -2.9779], [3.0752, 2.6722, -1.0921], [3.5030, 1.6070, -2.8899], [0.4903, 2.0862, -0.3178], [0.8632, 1.1528, -3.3149], [1.5425, 3.1961, -3.3938], [0.5128, 3.9575, -1.3180], [2.5067, 0.5972, -1.2971], [-1.9284, 3.3070, -0.9237], [4.6811, 0.3969, 4.1503], [-2.5038, 1.8005, -5.6504], [5.5848, -0.9549, 8.2136], [6.1750, -0.5562, 10.3559], [-3.5970, 3.7069, -3.2488], [-4.8674, 2.6233, -1.3800], [5.9238, 1.3115, 2.5010], [-0.3904, -4.7602, -0.0937], [3.7837, 1.9088, 2.8972], [6.5181, -2.5430, 9.3388], [-4.6849, 1.4635, -3.5887], [-0.4456, -5.2603, -2.2429], [-2.1491, 0.8124, -3.6031], [-4.7470, -1.3441, -6.3797], [-0.9769, -6.3286, -1.5305], [2.6330, 1.7574, -1.9133], [-0.9352, -5.9912, -0.2925], [3.8883, 2.8347, 1.8121], [-0.1080, -4.3779, -1.3575], [0.2313, 2.6486, -1.5005], [-1.4931, 1.3824, -4.7945], [-0.7853, -0.5151, -1.4907], [4.9019, 1.2138, 3.1247], [7.1009, -3.0295, 10.5527], [-2.2529, 1.4537, -2.2515], [-2.2219, 0.0857, -1.3650], [-2.7915, -1.1173, -4.9222], [-2.5320, 0.0168, 0.1520], [-1.2880, 2.6636, -1.9300], [-1.8287, 0.1440, 2.5939], [-2.7344, -0.3495, -3.6681], [5.8053, -0.4160, 4.5110], [-5.2181, -1.7673, -0.8800], [-0.3361, -1.7306, -0.6463], [-2.0583, 2.0667, -6.9774], [-3.1960, -0.7775, -2.2517], [-1.5101, 0.5609, 1.1486], [-4.7131, -0.7786, -1.9233], [-4.1561, -1.6816, -5.3314], [1.2888, 2.1876, -2.5631], [6.1015, -1.2811, 9.4012], [5.0963, 0.3856, 8.1361], [-0.4841, -0.6923, -2.5136], [-0.8312, 2.1948, -4.5336], [7.3906, -4.0571, 10.3569], [4.7110, 0.5134, 7.1280], [-0.9016, 0.0970, 3.1563], [-0.1172, 0.2566, -1.1506], [-1.2656, -6.5325, 0.5740], [4.2945, 0.5538, 8.8519], [4.1207, 2.3106, 0.8951], [-4.6490, 3.4323, -0.8958], [-2.6765, -1.0352, 0.3873], [-2.3797, -0.7915, 2.6470], [-1.1203, -2.3277, -0.2027], [4.6525, 3.5822, 2.0157], [-1.5826, 1.6464, 1.1145], [5.4910, -1.0252, 5.3533], [-2.7303, 1.5667, -7.6694], [-2.4732, -0.5157, -5.7663], [-4.5176, -1.9736, -0.0809], [-1.0480, 1.6986, -7.1629], [-5.0495, 0.1942, -1.5924], [5.8992, 1.1003, 8.3062], [7.9790, -2.4446, 10.8171], [-5.5666, -2.6738, -1.3627], [-0.4917, 0.2956, 0.9119], [-0.8662, 0.6190, -5.2621], [-5.5974, 1.7924, -3.6411], [-4.2306, -0.6437, -6.9134], [6.6460, 0.2055, 4.8119], [6.0965, -1.0616, 3.6854], [2.9195, 3.3205, 1.7312], [-6.0914, -1.3141, -0.4156], [6.3764, -3.0005, 11.3636], [-2.4361, 0.9085, 3.0681], [0.3337, -1.4365, 0.1539], [-2.0859, -1.9509, -4.8851], [-2.0668, 3.1347, -7.1768], [-4.6418, -2.4080, -4.6985]],
  "forces_ev_per_angstrom": [[0.115, 0.356, 0.022], [0.000, 0.106, -0.125], [0.269, 0.156, 0.073], [-0.277, 1.873, -0.781], [0.193, -0.103, -0.058], [0.179, -0.123, -0.131], [0.090, 0.611, 0.566], [0.488, -0.113, -0.551], [-0.337, -0.615, 0.199], [-0.326, -0.390, 0.033], [-0.048, 0.197, -0.124], [-0.185, 0.069, 0.032], [-0.240, -0.568, 0.536], [0.061, -0.153, 0.294], [-0.045, -0.031, 0.054], [-0.103, -0.263, 0.117], [-0.043, 0.001, -0.095], [-0.004, 0.045, 0.047], [0.207, -0.160, 0.219], [0.037, -0.608, 0.173], [0.042, 0.004, -0.047], [0.020, -0.089, 0.030], [-0.111, 0.049, 0.008], [0.001, -0.031, -0.028], [-0.160, -0.235, 0.699], [0.091, 0.315, 0.348], [0.900, -0.478, -0.200], [-0.101, 0.115, -0.478], [-0.024, -0.022, 0.345], [-0.184, -0.019, -0.857], [0.043, 0.038, -0.258], [-0.042, 0.141, 0.158], [-0.252, -0.291, -0.541], [0.547, 0.887, -0.156], [-0.009, 0.518, -0.724], [0.499, 0.397, 0.484], [-0.018, -0.033, 0.041], [0.075, -0.138, 0.077], [-0.791, -0.579, -0.070], [-0.139, -0.330, 0.046], [-0.131, -0.273, -0.717], [-0.307, 0.256, 0.429], [0.314, -0.217, -0.039], [0.062, 0.422, -0.235], [-0.347, 0.639, 1.022], [0.131, -0.180, 0.171], [-0.351, 0.292, 0.047], [0.151, -0.444, -0.197], [0.114, 0.094, -0.273], [0.328, -1.219, -0.713], [-0.313, 0.460, 0.224], [-0.646, 0.278, 0.157], [-0.098, 0.044, 0.265], [0.116, 0.090, 0.302], [0.015, -0.050, -0.026], [-0.076, 0.206, -0.150], [-0.333, -0.136, -0.299], [-0.096, 0.091, 0.278], [-0.030, 0.005, -0.084], [0.006, -0.095, -0.019], [0.031, -0.262, 0.125], [0.106, 0.300, -0.044], [-0.047, -0.096, 0.031], [0.059, -0.029, 0.088], [0.155, -0.053, -0.046], [-0.088, 0.058, 0.042], [0.114, -0.181, -0.289], [0.153, -0.214, 0.080], [-0.161, 0.060, 0.026], [0.054, -0.042, -0.020], [0.254, 0.132, -0.146], [-0.110, 0.046, -0.005], [-0.116, 0.024, -0.038], [-0.015, 0.218, 0.126], [0.131, -0.185, -0.029], [0.069, -0.090, 0.108], [0.366, 0.276, -0.078], [0.009, -0.020, 0.103], [-0.039, 0.061, 0.030], [0.308, -0.202, -0.033], [0.099, -0.189, -0.187], [-0.038, -0.278, 0.193], [-0.087, -0.278, -0.289], [-0.059, 0.067, -0.027], [0.023, 0.031, -0.092], [0.027, 0.081, -0.065], [-0.035, -0.060, 0.063], [-0.056, 0.040, 0.044], [0.006, 0.077, 0.015], [-0.162, -0.055, 0.076], [-0.040, 0.197, 0.073], [0.023, -0.101, 0.377], [-0.050, 0.108, 0.086], [0.187, -0.212, 0.186]]
}